[1]
A cluster of 3 separate species, C2H10O2S2 in total at a distorted geometry, computed with ωB97M-V/def2-TZVPD.

```
16
Properties=species:S:1:pos:R:3
C -0.5640 -1.3534 -2.6582
C -0.7837 -0.6967 -1.2901
S 0.3560 0.6489 -0.8423
S -0.8217 1.9893 0.3555
H 0.2400 -0.8387 -3.2022
H -0.3508 -2.4125 -2.5339
H -1.4640 -1.2610 -3.2639
H -1.7882 -0.2800 -1.2563
H -0.5861 -1.4340 -0.5107
H -0.8076 0.9919 1.2472
O -0.2245 -2.1052 1.9884
H 0.1850 -2.7342 2.5581
H 0.3826 -1.3806 1.7981
O 2.1315 -0.5747 2.0504
H 3.0764 -0.4348 2.1005
H 1.8531 0.2981 1.7386
```

Summary:
LUMO in eV: 0.26
SMILES string: CCSS.O.O
HOMO-LUMO gap in eV: 9.17
Strongest force on any atom in eV Å⁻¹: 1.83
Charge: 0

=====

[2]
The molecule C19H22O6 at a distorted geometry, computed with ωB97M-V/def2-TZVPD.

```
47
Properties=species:S:1:pos:R:3
C 3.7914 -1.6382 2.2596
C 2.3755 -1.5020 1.7376
C 1.3634 -2.2361 2.6103
C 2.2927 -1.8740 0.2306
C 2.3552 -3.3809 -0.0395
O 1.0225 -1.4948 -0.2959
C 1.0129 -0.2535 -1.0452
C 1.2608 -0.6558 -2.4877
C 1.1081 0.6060 -3.3216
O 1.9898 1.0274 -4.0143
C -0.2216 1.2842 -3.2362
C -0.5651 1.6625 -1.7845
C -2.0032 2.1439 -1.6602
O -2.5588 2.6063 -2.6323
C -2.7228 2.0710 -0.3535
C -4.0473 2.5783 -0.2098
O -4.7836 3.0233 -1.2574
C -4.6614 2.5693 1.0391
C -4.0016 1.9419 2.1216
C -2.7190 1.3816 1.9777
O -2.2015 0.7035 3.0663
C -2.0258 1.4874 0.7451
C -0.7243 0.8482 0.5304
O 0.1180 0.9028 1.4395
C -0.3993 0.3879 -0.8941
H 4.4717 -0.9747 1.6892
H 4.1674 -2.6188 2.1320
H 3.8619 -1.3487 3.3034
H 2.1316 -0.4569 1.8198
H 1.3396 -1.8448 3.6201
H 1.5698 -3.3059 2.6638
H 0.3798 -2.0651 2.1803
H 3.1305 -1.4330 -0.3057
H 3.1889 -3.8611 0.4834
H 1.4451 -3.9533 0.2336
H 2.5167 -3.5307 -1.1093
H 1.7612 0.4685 -0.7518
H 0.5293 -1.4235 -2.8341
H 2.2755 -1.1156 -2.6096
H -0.2290 2.1871 -3.8982
H -0.9330 0.6162 -3.6772
H 0.1121 2.4659 -1.4277
H -4.2568 2.9301 -2.0823
H -5.6447 2.9495 1.1868
H -4.5034 1.8463 3.0553
H -1.2276 0.6017 3.0134
H -1.1415 -0.3232 -1.2110
```

Summary:
LUMO in eV: -0.81
SMILES string: CC(C)[C@@H](C)O[C@H]1CC(=O)C[C@H]2C(=O)c3c(O)ccc(O)c3C(=O)[C@H]12
HOMO-LUMO gap in eV: 7.87
Strongest force on any atom in eV Å⁻¹: 2.46
Charge: 0

=====

[3]
A structure of composition C3H7FGdO2 at a distorted geometry, computed with ωB97M-V/def2-TZVPD.

```
14
Properties=species:S:1:pos:R:3
O 0.4641 1.9914 -0.5023
C -0.8565 1.5978 -0.6649
C -1.1292 0.2540 -0.0042
O -0.0788 -0.6547 -0.4327
C -0.0226 -1.8812 0.1372
Gd 2.0912 0.7408 -0.5328
H -1.1311 1.5229 -1.7355
H -1.5581 2.3184 -0.2040
H -2.0923 -0.1749 -0.3092
H -1.0715 0.3325 1.0913
H 0.4951 -2.6254 -0.4729
H -0.8329 -2.1562 0.8159
H 2.8249 -0.4741 1.8698
F 2.8975 -0.7912 0.9443
```

Summary:
LUMO (alpha / beta) in eV: -9.98 / -12.57
HOMO-LUMO gap (alpha / beta) in eV: 6.01 / 6.80
Spin multiplicity: 9
Strongest force on any atom in eV Å⁻¹: 2.49
Charge: +2
⟨S²⟩: 20.39

=====

[4]
The molecule C2H5ClN2S at a distorted geometry, computed with ωB97M-V/def2-TZVPD.

```
11
Properties=species:S:1:pos:R:3
C 0.8986 0.2678 0.9277
C 0.3122 -1.1666 0.0815
N 0.0083 1.0934 1.0933
N -1.1933 0.4926 -1.5965
S 0.1388 -0.4598 -1.6116
Cl 1.2704 -2.6964 0.2137
H 2.0600 0.1920 1.1293
H -0.6029 -1.2347 0.6170
H 0.1633 1.9849 1.5004
H -1.9785 0.0680 -1.1880
H -1.0770 1.4586 -1.1668
```

Summary:
LUMO (alpha / beta) in eV: 0.65 / -2.66
HOMO-LUMO gap (alpha / beta) in eV: 5.33 / 6.59
Spin multiplicity: 3
Strongest force on any atom in eV Å⁻¹: 8.53
Charge: 0
⟨S²⟩: 2.01

=====

[5]
A cluster of 2 separate species, C3H5O3S in total at a distorted geometry, computed with ωB97M-V/def2-TZVPD.

```
12
Properties=species:S:1:pos:R:3
C -1.2731 -0.4568 -1.2173
C 0.6057 -1.7166 -0.1293
C -0.3066 -0.5106 -0.3889
O -0.5738 1.7133 2.0043
O 1.3816 1.8248 0.4932
O -2.2076 -0.4492 -1.9194
S 0.2894 2.5483 1.1700
H 0.0848 -2.5990 -0.3022
H 0.9573 -1.7339 1.0485
H 1.5233 -1.6528 -0.7620
H 0.0920 0.3798 0.1303
H -0.5730 2.6526 -0.1271
```

Summary:
LUMO in eV: 3.66
HOMO-LUMO gap in eV: 6.94
Strongest force on any atom in eV Å⁻¹: 3.35
Charge: -1

=====

[6]
The molecule C4H4N2O2 at a distorted geometry, computed with ωB97M-V/def2-TZVPD.

```
12
Properties=species:S:1:pos:R:3
C -0.3840 -1.8495 0.8267
C 0.0302 -0.5141 0.4661
C 0.9906 0.0564 1.2512
N 1.9646 0.2359 1.9661
C -0.4470 -0.0633 -0.9018
O -1.1325 -0.7497 -1.6092
N -0.2872 1.3256 -1.3378
O 0.3606 1.8876 -0.1872
H -1.2423 -2.0882 0.2942
H 0.1919 -2.3939 1.6115
H -1.3308 1.7624 -1.7116
H 1.2859 2.3907 -0.6681
```

Summary:
LUMO in eV: -1.07
SMILES string: C=C(C#N)C(=O)NO
HOMO-LUMO gap in eV: 8.95
Strongest force on any atom in eV Å⁻¹: 9.50
Charge: 0

=====

[7]
A cluster of 2 separate species, C5H8N2 in total, computed with ωB97M-V/def2-TZVPD.

```
15
Properties=species:S:1:pos:R:3
C -1.6441 -1.1697 0.5293
C -0.6829 -0.0961 0.1157
N 0.1567 0.6189 0.8361
C -0.6064 1.3235 -0.2302
H -2.3693 -0.7720 1.2475
H -1.0995 -1.9893 1.0082
H -2.1862 -1.5668 -0.3327
H -0.0809 1.6064 -1.1450
H -1.3220 2.0643 0.1322
C 2.1998 0.3745 0.2588
C 1.9129 -0.4577 -0.7636
N 1.1342 -1.0725 -1.4534
H 2.4562 1.4056 0.0349
H 2.5799 -0.0368 1.1875
H 0.1036 -0.7591 -0.9597
```

Summary:
LUMO in eV: 0.74
SMILES string: CC1=NC1.C=C=N
HOMO-LUMO gap in eV: 9.79
Strongest force on any atom in eV Å⁻¹: 0.73
Charge: 0

=====

Asked for energy above the lowest of the compared OMol25 structures with the same formula, charge and spin across the records above, the calculation gives 17.74; 0.14; 0.00; 32.08; 55.82; 132.73; 109.62 kcal per mole in order.